Entry 1:
Density functional theory data (ωB97M-V/def2-TZVPD) for a cluster of 19 separate species, C40H128N10O19 in total in a non-equilibrium geometry.

The geometry in XYZ format:
```
197
Properties=species:S:1:pos:R:3:forces:R:3
C 1.0164 -4.5428 -2.4443 -0.248 -0.104 -0.619
C 2.4268 -4.5707 -3.0368 0.121 0.883 -0.393
C 2.4054 -5.0346 -4.5677 0.197 1.103 2.552
O 3.7338 -4.9751 -5.0444 -0.019 -0.947 -1.295
C 3.8485 -5.1402 -6.4959 -0.837 1.740 0.918
N 3.0873 -3.2477 -2.8813 -0.346 -0.810 -0.933
H 0.9228 -4.0234 -1.4906 0.534 -0.658 0.414
H 0.6476 -5.5684 -2.4595 -0.158 0.000 0.655
H 0.2670 -3.9898 -3.0106 0.274 0.163 -0.803
H 3.0865 -5.1598 -2.3998 -0.329 -0.888 -0.293
H 1.7622 -4.2765 -5.0145 -0.073 0.038 -0.605
H 1.8945 -5.9974 -4.5771 0.347 -0.375 -0.541
H 4.8870 -5.0680 -6.8190 0.037 -0.964 0.453
H 3.4519 -4.2308 -6.9473 -0.412 0.315 -0.053
H 3.2068 -5.9244 -6.8976 0.598 -0.544 0.201
H 4.0218 -3.4340 -3.2160 0.485 0.314 0.043
H 2.7006 -2.6246 -3.5758 -0.242 0.598 -0.033
C 5.4368 1.1130 -2.6986 -0.551 -0.884 -0.237
C 5.3381 0.2543 -1.4365 0.270 0.085 -1.454
C 6.6337 0.3112 -0.6626 -0.718 1.552 1.830
O 7.8085 0.1228 -1.3560 0.380 -1.651 -1.442
C 8.9751 0.2384 -0.5869 -0.367 0.750 0.241
N 4.1324 0.5662 -0.6592 0.091 -0.756 -0.200
H 4.5559 0.7824 -3.2490 -0.540 0.990 -0.146
H 6.2094 0.7214 -3.3603 0.569 0.327 0.364
H 5.5363 2.1843 -2.5244 -0.144 -0.043 -0.130
H 5.1519 -0.7057 -1.9180 0.232 -0.664 0.606
H 6.5476 -0.2515 0.2669 0.223 -0.728 -0.011
H 6.6731 1.3393 -0.3026 -0.238 0.587 0.338
H 9.2034 1.3016 -0.5110 0.419 0.253 -0.006
H 9.7993 -0.2925 -1.0634 -0.179 -0.015 0.024
H 8.8218 -0.0840 0.4430 0.027 -0.475 0.047
H 4.1810 1.4542 -0.1806 0.719 0.413 -0.416
H 4.0994 -0.0648 0.1288 -0.058 -0.355 0.090
C 4.0566 -0.4008 -6.0604 0.954 0.060 0.032
C 2.5895 -0.3352 -6.3752 -0.104 0.061 1.213
C 1.6989 0.1166 -5.1410 -0.696 -1.173 -1.148
O 1.7593 -0.8077 -4.0090 0.105 1.250 -0.483
C 1.0646 -0.3597 -2.8208 0.112 0.703 -0.880
N 2.3644 0.5603 -7.5176 -0.882 -0.162 0.650
H 4.5748 -0.5533 -7.0071 0.156 -0.321 -0.061
H 4.3370 -1.2142 -5.3913 -0.062 0.038 0.147
H 4.4789 0.5342 -5.6923 -0.215 0.131 0.309
H 2.3325 -1.3598 -6.6438 -0.578 0.034 -0.145
H 0.6672 0.1090 -5.4927 -0.284 -0.239 -0.168
H 1.8397 1.1857 -4.9823 0.786 0.055 0.950
H 0.8233 -1.2105 -2.1835 0.468 -0.004 -0.066
H 0.1286 0.1551 -3.0374 -0.420 -0.272 -0.575
H 1.6243 0.4304 -2.3204 0.550 -0.410 0.382
H 2.5747 1.5008 -7.2156 0.089 0.258 -0.130
H 3.0018 0.3337 -8.2676 0.048 -0.043 -0.024
C -5.0435 0.7578 1.7686 0.919 -0.896 -1.496
C -4.4895 2.1138 2.1384 1.030 -0.865 -1.665
C -4.0128 3.0066 0.9317 0.071 -0.968 1.095
O -3.0767 2.3024 0.1721 1.470 -0.943 -0.894
C -1.7170 2.1100 0.6894 -1.275 0.424 -0.525
N -5.4820 2.7026 2.9015 -1.732 2.047 2.505
H -4.2370 0.2307 1.2589 -0.290 -0.516 -0.448
H -5.9271 0.8348 1.1351 0.058 0.100 -0.364
H -5.3449 0.1470 2.6196 0.242 0.380 0.264
H -3.6109 1.8628 2.7326 0.188 0.630 0.331
H -3.5580 3.9619 1.1936 -0.139 0.146 0.853
H -4.8658 3.2684 0.3056 -0.059 -0.316 -0.272
H -1.0712 1.9487 -0.1737 -0.135 0.214 -0.169
H -1.5948 1.2137 1.2975 -0.403 0.014 0.315
H -1.3680 2.9957 1.2204 -0.102 -0.058 0.141
H -6.3927 2.4619 2.5370 -0.224 0.356 -0.643
H -5.5110 2.1517 3.7475 0.262 0.377 0.522
C 0.7052 0.4688 2.9646 0.488 -0.794 -0.707
C 1.1566 -0.9044 2.3542 -2.214 0.076 0.042
C 0.4758 -1.1427 1.0116 -0.855 -0.714 -0.584
O -0.9629 -1.2749 1.1389 0.291 0.893 -0.478
C -1.5896 -1.3231 -0.1541 0.219 -0.025 0.793
N 2.5553 -0.9502 2.2166 2.593 0.564 0.183
H -0.3391 0.4198 3.2731 0.126 0.168 0.005
H 0.8441 1.2284 2.1953 -0.323 0.072 -0.239
H 1.3462 0.8370 3.7656 -0.036 -0.506 0.311
H 0.9088 -1.7457 3.0015 -0.885 0.053 0.334
H 0.7857 -2.0572 0.5060 0.546 -0.370 0.400
H 0.7381 -0.3856 0.2724 -0.098 0.709 0.115
H -2.6593 -1.4752 -0.0108 -0.012 0.238 0.160
H -1.2344 -2.1808 -0.7254 0.299 -0.059 -0.184
H -1.4213 -0.3886 -0.6894 -0.018 0.006 -0.151
H 2.8918 -1.0098 3.1670 0.410 0.644 0.247
H 2.9570 -1.8213 1.9002 -0.629 -0.472 -0.806
C 3.9920 4.7256 -0.9591 -1.667 0.019 0.454
C 3.4807 3.8815 0.2093 0.468 -1.347 1.024
C 2.2295 2.9947 -0.0881 -0.839 0.655 -0.792
O 1.0054 3.6214 0.3371 0.414 -0.686 0.157
C 0.5581 4.7512 -0.3452 -0.877 0.703 0.312
N 4.5806 3.0515 0.7133 0.719 0.306 -0.205
H 4.1489 4.1340 -1.8610 0.358 -0.052 0.184
H 4.8298 5.3671 -0.6859 0.083 -0.260 -0.084
H 3.1248 5.3582 -1.1488 0.239 0.480 -0.512
H 3.2059 4.4914 1.0699 -0.624 0.702 -0.281
H 2.1697 1.9957 0.3438 0.618 0.232 0.647
H 2.0416 2.7591 -1.1357 0.684 0.265 -0.503
H 0.3342 4.6770 -1.4094 0.766 -0.568 -0.357
H 1.1794 5.6210 -0.1318 0.079 0.137 -0.180
H -0.4445 4.9402 0.0383 -0.016 0.203 0.384
H 4.4255 2.4971 1.5432 -0.797 -0.247 0.092
H 5.3069 3.6610 1.0612 0.399 0.299 -0.439
C 2.5080 2.7508 6.1422 2.081 0.665 0.871
C 2.3469 4.2788 6.1698 -1.923 -1.658 -2.088
C 2.9311 4.9341 4.9024 0.720 1.512 1.380
O 2.6459 6.3760 5.0190 0.386 -0.879 -0.458
C 3.0503 7.0973 3.8463 -1.431 -0.957 0.461
N 0.8831 4.4196 6.1372 -0.168 1.693 1.705
H 2.4948 2.3302 7.1477 -0.619 0.135 0.125
H 3.5701 2.6566 5.9156 0.107 -0.969 -0.828
H 1.8009 2.2116 5.5118 0.347 0.283 -0.210
H 2.7807 4.6986 7.0774 -0.222 0.141 -0.093
H 2.5632 4.4573 3.9939 -0.468 0.260 -0.109
H 4.0198 4.8824 4.8885 0.311 -0.345 -0.012
H 2.3808 6.7130 3.0768 0.327 0.034 -0.731
H 4.0956 6.9284 3.5877 0.096 0.174 0.034
H 2.7728 8.1451 3.9614 0.438 -0.013 0.296
H 0.7392 5.4047 6.3072 -0.603 0.259 0.087
H 0.4125 4.2508 5.2596 0.623 -0.391 -0.505
C -5.0338 -2.4210 -1.8802 -0.972 0.620 -0.540
C -6.4064 -3.1448 -1.8245 2.578 0.567 2.205
C -7.3278 -2.5959 -2.8454 -1.515 0.183 0.157
O -8.6619 -3.0048 -2.5542 -0.503 -0.939 0.271
C -9.6542 -2.5213 -3.4403 0.322 0.177 0.309
N -6.1464 -4.5637 -1.8089 -0.574 -0.762 -0.720
H -4.6085 -2.5826 -2.8707 0.496 -0.013 0.219
H -4.3494 -2.6364 -1.0596 -0.067 -0.740 -0.187
H -5.2302 -1.3593 -1.7310 0.072 0.257 -0.385
H -6.6958 -2.8967 -0.8033 -1.083 0.568 -0.030
H -7.0523 -2.8945 -3.8569 0.172 0.022 -0.209
H -7.3517 -1.5134 -2.7201 0.484 0.345 -0.413
H -9.5427 -2.9640 -4.4301 0.188 0.325 -0.294
H -9.6282 -1.4318 -3.4185 0.160 0.261 -0.594
H -10.6684 -2.7600 -3.1201 0.256 -0.455 0.503
H -5.4535 -4.7438 -1.0965 0.203 -0.057 -0.014
H -6.9894 -5.0020 -1.4664 -0.178 -0.430 -0.163
C -2.8269 -0.8664 3.7710 1.064 -0.070 -0.231
C -3.0316 -0.6298 5.2619 -1.386 1.661 -1.146
C -4.5510 -0.4850 5.6173 -0.492 0.408 1.034
O -5.2847 0.5982 5.0300 1.007 -0.356 -0.442
C -6.5943 0.7629 5.5286 0.238 0.142 0.617
N -2.4536 -1.7282 5.9929 -0.250 -0.334 -0.395
H -1.8296 -1.2785 3.6172 0.166 -0.005 0.145
H -2.8003 0.0533 3.1866 -0.497 -0.093 0.074
H -3.4711 -1.6166 3.3124 -0.439 0.185 0.155
H -2.5649 0.3157 5.5379 0.172 0.002 0.035
H -4.6133 -0.3894 6.7013 0.220 0.468 0.489
H -5.1328 -1.3998 5.5049 0.180 -0.572 -0.837
H -7.1945 -0.1421 5.4347 -0.041 -0.126 -0.044
H -7.0945 1.5938 5.0312 0.203 -0.162 -0.401
H -6.5431 1.0753 6.5716 -0.081 -0.244 0.337
H -2.3852 -1.5536 6.9853 -0.332 -0.086 0.155
H -3.1792 -2.3987 5.7831 0.201 -1.175 0.835
C -7.2970 -0.1089 -5.8462 -0.097 -0.843 -1.408
C -6.3351 0.6135 -4.9506 0.296 -1.137 0.765
C -4.9947 -0.1986 -4.7123 -1.000 0.491 1.126
O -4.2077 0.5155 -3.7357 0.311 0.076 -0.705
C -2.8480 0.1054 -3.7336 -0.122 -0.903 0.358
N -6.0520 1.9217 -5.4579 0.633 0.403 -0.194
H -6.7523 -0.5794 -6.6648 0.248 -0.180 -0.196
H -7.9839 0.5489 -6.3787 -0.060 0.350 0.434
H -7.8911 -0.9178 -5.4209 0.150 0.138 0.447
H -6.8622 0.7680 -4.0091 0.393 -0.166 0.453
H -4.4238 -0.3612 -5.6265 -0.041 0.300 -0.344
H -5.2121 -1.1800 -4.2909 -0.144 -0.179 -0.104
H -2.2861 0.5160 -2.8948 -0.398 0.625 -0.081
H -2.3076 0.2643 -4.6668 -0.162 0.489 -0.246
H -2.7744 -0.9683 -3.5610 -0.192 -0.421 -0.024
H -5.2423 2.1720 -4.9084 0.206 0.845 0.243
H -5.6480 1.7827 -6.3730 -0.048 0.191 -0.594
O 3.2003 -2.6672 -0.2957 0.086 -0.007 2.039
H 3.0649 -2.8525 -1.2250 -0.068 -0.237 -1.629
H 3.5452 -1.7744 -0.2768 -0.060 0.381 -0.146
O -1.5063 -3.8722 1.8295 -0.386 -0.757 -0.223
H -0.8510 -3.6257 2.4823 0.148 0.073 0.372
H -1.7935 -3.0408 1.4521 0.209 0.248 0.118
O 3.2046 -4.5176 3.5844 -0.425 -0.542 0.057
H 2.9947 -4.3089 2.6741 -0.011 -0.049 -0.301
H 3.4772 -3.6829 3.9653 0.492 0.346 0.104
O -0.5066 -3.6152 4.7681 0.747 -0.274 -0.214
H -1.1890 -3.0653 5.1529 -0.530 0.777 0.301
H -0.5755 -4.4467 5.2371 0.029 -0.399 -0.057
O 1.7734 -2.0585 5.8254 0.378 0.285 0.247
H 1.1096 -1.4809 6.2023 -0.116 0.237 0.023
H 1.2894 -2.8417 5.5636 -0.496 -0.504 -0.384
O 4.7932 0.8520 2.3815 0.755 0.451 0.342
H 5.1730 0.3469 3.1005 0.073 -0.130 0.190
H 4.0918 0.2961 2.0420 -0.850 -0.501 -0.006
O 0.1235 4.2181 2.8169 -0.298 0.131 0.990
H 0.5845 3.8776 2.0503 0.315 -0.267 -0.685
H -0.1708 5.0897 2.5525 -0.093 0.237 0.028
O 5.8430 -3.2230 0.4686 0.646 0.075 0.297
H 6.3263 -3.7532 -0.1650 0.207 -0.089 -0.085
H 4.9331 -3.2681 0.1748 -0.786 0.042 -0.170
O 4.0816 -2.0022 4.4554 0.771 0.156 -0.460
H 4.7734 -1.7312 5.0588 0.289 -0.093 0.117
H 3.2740 -1.9160 4.9619 -0.856 0.141 0.726
```
Forces are in eV/Å.

Output
Charge: 0
Frontier orbital gap in eV: 8.9
Energy relative to the best compared isomer or geometry (same formula, charge and spin) in eV: 0.661
HOMO in eV: -8.68
LUMO in eV: 0.247

Entry 2:
Density functional theory data (ωB97M-V/def2-TZVPD) for the ion C5H10N with charge +1 in a non-equilibrium geometry.

The geometry in XYZ format:
```
16
Properties=species:S:1:pos:R:3:forces:R:3
C -0.7541 0.3340 -0.6118 0.155 1.665 -0.891
C 0.2185 1.2634 0.1312 -0.038 -3.536 -3.074
C 0.5886 -0.1388 -0.1316 -1.685 0.770 -0.402
C -1.9419 -0.0431 0.2344 0.280 -0.518 -0.209
C 1.0413 -1.3982 0.5008 -0.419 2.578 1.532
N 1.4001 0.9566 -0.7315 -2.868 -0.753 0.372
H -0.9948 0.5951 -1.6822 0.664 -0.408 0.988
H 0.1482 1.7470 1.0024 0.248 2.311 2.863
H -2.3485 0.7882 0.7893 -0.201 0.262 -0.011
H -1.5864 -0.7727 0.9198 0.086 -0.542 1.082
H -2.7213 -0.5746 -0.2922 -0.174 0.265 -0.472
H 2.0100 -1.1785 0.9165 0.512 -0.551 0.346
H 1.0649 -2.0526 -0.2971 0.185 -2.164 -1.040
H 0.3224 -1.6006 1.3180 0.544 -0.439 -0.600
H 1.2620 1.0732 -1.7073 0.363 0.534 -1.208
H 2.2909 1.0015 -0.3586 2.350 0.528 0.724
```
Forces are in eV/Å.

Output
Charge: +1
Frontier orbital gap in eV: 12.2
Energy relative to the best compared isomer or geometry (same formula, charge and spin) in eV: 2.480
HOMO in eV: -15.37
LUMO in eV: -3.218

Entry 3:
Density functional theory data (ωB97M-V/def2-TZVPD) for a structure of composition C55H44ClFGeP3Pd.

The geometry in XYZ format:
```
106
Properties=species:S:1:pos:R:3:forces:R:3
Pd 0.1820 -0.3804 0.0290 0.048 -0.224 0.521
F 3.3540 1.2945 2.7224 0.031 0.050 0.003
Ge 1.8753 0.9482 1.8621 -0.032 -0.114 -0.279
C 2.2586 -0.9744 1.4219 -0.156 0.062 -0.011
C 2.5726 -1.6406 2.6126 -0.029 -0.082 0.042
C 2.9285 -2.9768 2.6189 -0.012 0.000 -0.063
C 2.9482 -3.7103 1.4323 -0.015 0.046 0.041
C 2.6035 -3.1022 0.2452 -0.014 -0.061 -0.002
C 2.2675 -1.7407 0.2215 0.187 0.301 -0.099
P 1.9344 -0.8609 -1.3225 -0.037 -0.092 0.181
C 3.4044 -0.0047 -1.8789 -0.025 -0.023 0.009
C 4.4327 -0.8590 -2.2983 0.043 0.036 -0.008
C 5.6411 -0.3249 -2.7076 -0.012 -0.006 0.001
C 5.8288 1.0528 -2.7019 -0.009 0.003 0.006
C 4.8108 1.8962 -2.2832 0.003 0.017 0.008
C 3.5956 1.3725 -1.8673 -0.031 0.009 -0.027
C 1.3660 -1.9741 -2.5987 0.136 0.016 -0.014
C 0.5592 -3.0720 -2.2749 -0.122 0.031 0.001
C 0.0767 -3.8939 -3.2786 0.015 -0.014 -0.010
C 0.3934 -3.6269 -4.6075 0.011 0.014 0.022
C 1.1834 -2.5329 -4.9326 -0.005 0.004 0.002
C 1.6695 -1.7031 -3.9339 0.015 -0.007 -0.005
C 0.5406 1.1046 3.2888 0.085 -0.058 0.005
C 0.9100 1.9628 4.3248 0.007 -0.059 -0.001
C 0.0780 2.1575 5.4195 0.000 0.015 0.008
C -1.1339 1.4903 5.4993 -0.017 -0.008 0.013
C -1.5174 0.6298 4.4815 0.047 0.041 -0.032
C -0.6907 0.4377 3.3732 0.062 0.048 -0.055
P -1.1788 -0.7202 2.0749 0.150 0.022 -0.250
C -0.7185 -2.3867 2.6213 0.086 0.068 0.057
C -0.6765 -3.4191 1.6855 0.029 -0.029 -0.023
C -0.3869 -4.7156 2.0821 -0.022 -0.010 -0.024
C -0.1248 -4.9862 3.4188 0.006 0.023 0.016
C -0.1453 -3.9586 4.3525 -0.007 -0.009 -0.016
C -0.4391 -2.6603 3.9586 -0.057 -0.026 0.026
C -2.9968 -0.7395 2.0833 -0.004 -0.048 -0.010
C -3.6979 0.4659 2.1386 0.006 0.031 0.076
C -5.0835 0.4797 2.0895 -0.070 0.019 0.003
C -5.7874 -0.7126 1.9587 0.013 0.020 0.019
C -5.0970 -1.9184 1.9171 -0.031 0.013 0.052
C -3.7109 -1.9360 2.0028 0.038 0.008 -0.139
C 1.7345 2.5273 0.6891 -0.005 -0.061 -0.029
C 2.5899 3.5580 1.0794 -0.021 0.021 0.039
C 2.4683 4.8388 0.5523 0.003 -0.028 0.012
C 1.4608 5.1268 -0.3538 -0.016 0.000 -0.014
C 0.6109 4.1143 -0.7699 0.005 0.033 0.013
C 0.7610 2.8115 -0.2864 -0.107 0.011 0.109
P -0.2974 1.5477 -1.0256 -0.140 -0.009 -0.012
C -2.0175 2.0846 -0.7274 0.132 0.118 0.143
C -2.2905 2.9319 0.3340 0.083 -0.036 -0.060
C -3.5812 3.4250 0.5324 -0.017 0.011 -0.025
C -4.6231 3.0626 -0.3095 -0.062 0.027 -0.035
C -4.3749 2.2044 -1.3644 -0.040 0.339 -0.065
C -3.0778 1.7056 -1.5848 -0.242 -0.721 0.088
C -0.0951 1.5737 -2.8326 0.109 0.016 -0.002
C 0.7196 2.5081 -3.4752 -0.007 0.053 0.037
C 0.8197 2.5195 -4.8587 -0.045 -0.012 -0.031
C 0.1003 1.6118 -5.6226 0.039 0.026 0.015
C -0.6885 0.6597 -4.9934 0.004 -0.038 0.020
C -0.7664 0.6268 -3.6103 -0.004 -0.077 -0.018
H 2.5707 -1.0970 3.5507 0.004 -0.004 0.002
H 3.2047 -3.4517 3.5512 0.001 -0.004 0.001
H 3.2485 -4.7496 1.4403 0.001 -0.002 0.003
H 2.6374 -3.6656 -0.6790 -0.005 0.005 0.012
H 4.2953 -1.9339 -2.3081 -0.008 -0.010 0.006
H 6.4370 -0.9822 -3.0298 0.000 -0.001 0.000
H 6.7749 1.4674 -3.0226 0.004 -0.001 0.000
H 4.9629 2.9671 -2.2746 0.004 0.002 -0.004
H 2.8167 2.0388 -1.5313 0.001 -0.018 -0.026
H 0.3339 -3.3029 -1.2398 0.006 0.003 -0.004
H -0.5233 -4.7590 -3.0287 -0.005 0.006 -0.001
H 0.0335 -4.2838 -5.3881 -0.009 0.005 -0.005
H 1.4321 -2.3303 -5.9657 0.004 -0.007 0.000
H 2.2907 -0.8551 -4.1933 0.003 0.013 0.003
H 1.8640 2.4741 4.2924 0.006 -0.006 -0.009
H 0.3838 2.8250 6.2141 -0.006 0.008 -0.004
H -1.7800 1.6344 6.3549 0.002 -0.011 0.003
H -2.4632 0.1089 4.5531 -0.011 -0.019 0.019
H -0.8920 -3.2171 0.6394 -0.006 0.015 0.014
H -0.3724 -5.5154 1.3529 0.003 -0.005 0.006
H 0.0939 -5.9984 3.7319 0.000 0.000 0.006
H 0.0607 -4.1675 5.3939 0.001 -0.007 0.000
H -0.4549 -1.8703 4.6985 -0.001 0.012 -0.009
H -3.1597 1.3935 2.2644 0.030 0.036 0.024
H -5.6153 1.4195 2.1685 -0.012 -0.023 0.003
H -6.8686 -0.7058 1.9238 -0.005 0.003 -0.003
H -5.6415 -2.8513 1.8556 0.000 -0.003 -0.004
H -3.1955 -2.8880 2.0071 0.006 0.027 -0.012
H 3.3567 3.3624 1.8175 0.005 0.012 -0.011
H 3.1499 5.6158 0.8724 0.005 0.001 -0.001
H 1.3394 6.1296 -0.7409 -0.007 -0.001 0.000
H -0.1705 4.3422 -1.4861 0.003 0.001 -0.007
H -1.4926 3.2499 0.9949 -0.013 -0.008 0.012
H -3.7652 4.1153 1.3465 0.007 -0.002 0.005
H -5.6117 3.4762 -0.1644 -0.011 -0.020 0.011
H -5.1693 1.9657 -2.0626 0.015 -0.072 0.041
H -2.8610 1.2148 -2.5247 0.075 0.230 -0.151
H 1.2786 3.2419 -2.9142 0.010 -0.027 0.011
H 1.4503 3.2559 -5.3382 0.006 -0.006 -0.008
H 0.1626 1.6400 -6.7022 0.003 -0.001 0.000
H -1.2313 -0.0714 -5.5781 0.003 -0.001 0.000
H -1.3416 -0.1653 -3.1485 0.024 -0.029 0.033
Cl -2.5623 -1.4306 -1.2105 0.138 -0.384 -0.101
C -3.8313 -0.3987 -1.0775 -0.101 0.934 -0.010
H -4.2051 -0.1547 -0.0873 0.022 -0.146 -0.030
H -4.4520 -0.2925 -1.9514 -0.175 -0.200 -0.046
```
Forces are in eV/Å.

Output
Charge: +3
Frontier orbital gap in eV: 5.7
Energy relative to the best compared isomer or geometry (same formula, charge and spin) in eV: 0.618
HOMO in eV: -15.90
LUMO in eV: -10.153

What is the charge in the second record?
+1

Which of these has the highest frontier orbital gap?
C5H10N